Entry 1:
C20H22N2O7Ti | ωB97M-V/def2-TZVPD

The largest force on an atom is 2.40 eV/Å. The calculation puts the lowest unoccupied orbital energy at -7.15 eV. The HOMO energy is -14.12 eV.

Structure (ORCA input):
```
! wB97M-V def2-TZVPD RIJCOSX def2/J DEFGRID3
* xyz 2 1
C 4.65 0.20 0.13
H 0.53 3.67 2.70
C -2.66 -2.38 1.01
O 0.31 -4.13 -0.76
H -2.81 -1.93 2.01
H 1.04 -4.50 -1.29
O -1.13 3.98 -2.26
H -2.07 -3.74 2.97
H -0.06 -5.75 0.46
H -1.80 5.72 -0.30
C -2.38 -1.22 0.08
C 3.23 1.87 -0.85
H -1.96 5.85 -2.51
O -3.17 -0.36 -0.17
C 2.26 0.87 -0.99
H -2.13 4.75 -3.80
H -0.57 1.97 -2.30
C 4.44 1.52 -0.26
C 0.36 2.67 0.80
C -0.57 -5.21 -0.32
C -0.88 3.90 -0.92
C -1.21 4.88 0.04
H 3.01 2.92 -1.13
N 0.13 1.90 -1.58
C -0.65 4.79 1.29
H -0.81 -5.85 -1.15
N -1.55 -3.33 1.00
H 5.64 -0.10 0.47
C 2.50 -0.47 -0.57
H -3.59 -2.84 0.73
C -0.11 2.83 -0.54
H 5.26 2.22 -0.13
H -0.59 -4.60 2.48
C 0.10 3.69 1.71
O 0.53 -2.10 1.81
C -2.16 4.82 -2.73
O -0.21 -2.20 3.99
C 3.74 -0.81 -0.03
O -1.18 -1.29 -0.44
H 0.96 0.43 -2.67
C -1.15 -3.66 2.38
C 1.07 1.07 -1.80
H 1.00 1.86 1.10
O 1.53 -1.40 -0.81
H -3.13 4.47 -2.36
H 3.96 -1.82 0.25
C -1.86 -4.53 0.20
C -0.24 -2.56 2.87
Ti 0.23 -2.25 0.07
H -2.45 -5.24 0.80
H -0.84 5.65 1.96
H -2.54 -4.22 -0.64
*
```

Results of the natural (NBO) charge analysis, in e, for atoms 1 through 2: -0.1429 0.2442

Entry 2:
C20H22N4 | ωB97M-V/def2-TZVPD

As for the energy relative to the best compared isomer or geometry (same formula, charge and spin): 0.349 eV. Its structure (SMILES) is CCN1CCN(c2nc(-c3ccccc3)c3ccccc3n2)CC1. The largest force on an atom is 0.78 eV/Å. The calculation puts the lowest unoccupied orbital energy at 0.15 eV. The HOMO energy is -7.67 eV.

Structure (ORCA input):
```
! wB97M-V def2-TZVPD RIJCOSX def2/J DEFGRID3
* xyz 0 1
H 3.25 0.28 -3.99
C 5.05 -0.48 -0.57
H 2.33 -2.09 -3.63
H 0.14 3.85 3.79
C -2.33 -1.03 0.73
H 1.23 3.60 1.58
C 2.19 1.34 -2.41
H 2.48 1.91 -1.52
H 1.90 2.06 -3.19
H -1.13 -2.71 0.19
H 4.30 0.92 -2.73
C 3.34 0.44 -2.91
N 0.74 1.72 -0.13
H -3.78 0.46 1.24
C -4.62 -1.51 1.29
H -0.02 -1.17 -2.54
H 1.91 -2.36 -1.93
H -2.96 -4.35 0.54
N 3.33 -0.87 -2.29
C -4.39 -2.86 1.10
H -5.60 -1.16 1.59
C 0.41 0.69 -0.89
H 2.93 -0.20 -0.29
C 0.11 1.85 1.05
H -5.19 -3.57 1.25
N -0.57 -0.21 -0.61
H -2.21 0.35 3.07
C -1.23 -0.07 0.51
C -0.14 3.04 3.13
C 2.12 -1.59 -2.68
C -3.60 -0.59 1.11
C -0.91 0.94 1.46
C -1.10 2.11 3.55
C -1.48 1.08 2.73
H 5.71 -1.04 -1.22
N 1.06 0.52 -2.05
C 0.46 2.91 1.91
H -1.55 2.21 4.53
H 5.28 -0.70 0.47
H 0.80 -0.35 -3.90
C -2.11 -2.38 0.51
H 3.44 -1.88 -0.50
C -3.14 -3.29 0.70
C 0.89 -0.66 -2.86
C 3.60 -0.86 -0.86
H 5.22 0.58 -0.74
*
```

Results of the natural (NBO) charge analysis, in e, for atoms 1 through 2: 0.1931 -0.6149

Entry 3:
C20H22N8O2STi | ωB97M-V/def2-TZVPD

As for the energy relative to the best compared isomer or geometry (same formula, charge and spin): 0.878 eV. The largest force on an atom is 0.60 eV/Å. The calculation puts the lowest unoccupied orbital energy at -7.23 eV. The HOMO energy is -14.17 eV.

Structure (ORCA input):
```
! wB97M-V def2-TZVPD RIJCOSX def2/J DEFGRID3
* xyz 2 1
H 0.02 -1.84 -4.92
C -0.19 -2.85 -1.16
C -3.84 1.06 0.15
C -0.56 -4.79 0.17
C 0.64 4.17 0.53
O 0.92 1.80 0.07
H -0.58 0.90 3.79
C 0.78 1.34 -4.10
H -1.48 3.62 -2.01
H 1.30 4.99 0.78
H -0.95 -4.34 2.26
C 0.01 4.37 -0.84
N 0.47 0.15 2.18
S 2.55 -0.84 0.56
O 2.40 2.76 1.41
C 1.45 2.92 0.73
N 1.56 -0.02 2.95
C 0.23 -0.97 -4.33
H -0.68 -1.93 1.92
H -0.17 -4.86 -1.93
H 1.02 2.31 -4.51
C 0.24 -1.08 -2.92
C -2.60 0.59 -0.25
N 0.48 -0.02 -2.13
H -4.65 1.13 -0.57
C 2.60 -0.44 2.26
H 0.95 1.99 -2.09
C -0.72 -3.95 1.28
H 4.59 -0.88 2.40
C -2.95 1.32 2.36
N -0.30 -2.03 -0.11
N 3.75 -0.61 2.89
H -1.94 3.88 -0.49
H 3.82 -0.38 3.87
H 0.51 0.33 -5.99
Ti 0.44 0.10 0.02
H -0.04 -3.04 -3.15
C -0.30 -4.24 -1.05
C 0.50 0.23 -4.92
H -3.06 1.60 3.40
C -4.02 1.43 1.48
N -1.58 0.47 0.60
H 0.74 4.16 -1.62
H -0.22 5.44 -0.93
N 0.01 -2.34 -2.43
C -1.75 0.82 1.89
H -4.97 1.81 1.82
N -1.17 3.52 -1.05
C -0.58 -2.61 1.09
H -0.14 4.17 1.31
H -2.41 0.31 -1.28
C -0.58 0.64 2.74
H -0.65 -5.87 0.28
C 0.75 1.17 -2.75
*
```

Results of the natural (NBO) charge analysis, in e, for atoms 1 through 2: 0.2418 0.4140

Entry 4:
C20H22NO2S | ωB97M-V/def2-TZVPD

As for the energy relative to the best compared isomer or geometry (same formula, charge and spin): 0.109 eV. Its structure (SMILES) is COc1cc(C[NH2+]Cc2cccs2)ccc1OCc1ccccc1. The largest force on an atom is 0.78 eV/Å. The calculation puts the lowest unoccupied orbital energy at -2.98 eV. The HOMO energy is -10.93 eV.

Structure (ORCA input):
```
! wB97M-V def2-TZVPD RIJCOSX def2/J DEFGRID3
* xyz 1 1
H -3.86 -2.81 0.18
H 2.39 1.05 -2.28
H 4.61 -2.09 0.79
C -3.26 -0.16 2.24
C -0.57 3.85 -1.54
C 3.65 -0.19 0.59
C 0.30 0.76 1.41
C 0.16 1.72 0.41
S -0.78 -2.71 0.26
H -4.19 0.33 1.92
H -0.03 4.45 -0.80
C 3.33 -0.86 -2.08
H -1.16 4.51 -2.17
O -1.50 2.99 -0.93
C -1.70 -0.93 -1.36
H -4.09 -2.06 2.30
C 3.02 0.70 -0.27
C 2.53 2.04 0.20
H -4.11 -1.07 -0.08
O 1.20 2.32 -0.21
H 0.15 -0.59 -2.48
H 4.32 -2.69 -1.58
C -1.15 2.10 0.02
C -0.79 0.17 2.02
C 3.95 -1.75 -1.21
H 2.63 2.14 1.29
H -2.35 -0.25 -1.87
C 2.87 0.35 -1.61
C -0.34 -1.12 -1.69
H -0.62 -0.55 2.80
H 1.29 0.45 1.71
H -3.21 -0.14 3.33
H 1.30 -2.35 -0.92
H 3.21 -1.12 -3.12
C 4.11 -1.41 0.12
H -2.43 -2.04 2.11
N -3.32 -1.60 1.82
C -2.23 1.48 0.64
C -2.10 -1.71 -0.31
C -2.07 0.52 1.63
H 3.12 2.84 -0.27
H -3.22 1.79 0.33
H 3.79 0.07 1.63
C -3.43 -1.81 0.34
C 0.28 -2.03 -0.90
H 0.15 3.30 -2.16
*
```

Results of the natural (NBO) charge analysis, in e, for atoms 1 through 2: 0.2408 0.2102

Entry 5:
C20H22O4 | ωB97M-V/def2-TZVPD

As for the energy relative to the best compared isomer or geometry (same formula, charge and spin): 2.681 eV. Its structure (SMILES) is C=C(C)COc1ccc2c3c(c(=O)oc2c1OCC(=C)C)CCC3. The largest force on an atom is 0.76 eV/Å. The calculation puts the lowest unoccupied orbital energy at 0.44 eV. The HOMO energy is -8.15 eV.

Structure (ORCA input):
```
! wB97M-V def2-TZVPD RIJCOSX def2/J DEFGRID3
* xyz 0 1
C 1.16 -1.70 0.28
C -3.63 2.94 0.46
C -1.52 2.54 -0.85
C 4.30 -1.94 0.41
H 6.13 -0.06 -1.14
C -0.20 -1.49 0.19
C 5.72 -1.35 0.59
O -2.08 -0.03 -0.28
H -5.70 -0.69 0.26
C -3.92 -1.60 -0.38
C 5.70 0.01 -0.14
H 5.91 -1.19 1.65
C 3.68 1.60 -0.61
O -0.19 2.07 -0.85
H -2.49 -1.42 1.22
H -1.44 3.54 -1.29
H -4.15 2.16 -0.09
H -3.82 3.88 -0.05
H -4.05 3.01 1.46
C -3.24 -2.61 -1.26
H 6.49 -2.01 0.20
C 4.24 0.33 -0.23
C -0.74 -0.25 -0.16
C 3.47 -0.74 0.07
H -2.80 -3.41 -0.66
C 2.04 -0.66 0.00
H 1.54 -2.67 0.55
H -0.42 2.37 1.65
C -3.01 -0.78 0.50
C -1.48 2.55 1.64
H 4.27 -2.66 -0.41
C -2.16 2.66 0.51
O 2.31 1.66 -0.65
C 1.52 0.59 -0.37
H 3.95 -2.45 1.31
C 0.13 0.82 -0.45
H -3.95 -3.06 -1.95
H -2.44 -2.14 -1.83
H -0.86 -2.32 0.39
H 6.25 0.78 0.40
H -3.60 -0.05 1.06
O 4.30 2.60 -0.88
H -2.15 1.93 -1.50
H -5.88 -2.01 -0.99
C -5.23 -1.42 -0.37
H -1.96 2.64 2.60
*
```

Results of the natural (NBO) charge analysis, in e, for atoms 1 through 2: -0.1786 -0.6469

Entry 6:
C20H23AlF2N3O | ωB97M-V/def2-TZVPD

The largest force on an atom is 1.92 eV/Å. The calculation puts the lowest unoccupied orbital energy at 2.22 eV. The HOMO energy is -3.34 eV.

Structure (ORCA input):
```
! wB97M-V def2-TZVPD RIJCOSX def2/J DEFGRID3
* xyz -1 1
C -0.83 1.61 2.79
C 3.06 -1.22 -0.13
O 1.71 2.72 -1.47
N -4.02 3.04 -0.68
C -6.00 2.04 -1.58
C -0.18 3.85 -0.48
H 5.12 -5.71 -2.17
F -0.78 5.84 1.73
H 1.45 -7.89 -2.48
C 2.14 -7.27 -1.93
C 2.78 -6.08 0.03
H -6.71 1.22 -1.55
H -3.40 4.80 -1.52
C 3.44 -2.26 0.71
H 2.61 0.88 -0.23
H 3.57 -3.27 0.34
C -6.13 3.07 -2.50
C -4.16 4.03 -1.57
H -0.87 3.38 -1.18
N 3.93 -5.67 -0.51
H -0.07 0.93 3.20
H -1.07 3.42 3.71
C 3.16 0.23 1.75
C -4.93 2.07 -0.70
C -5.19 4.09 -2.49
H 2.87 -1.40 -1.18
C 3.33 -6.85 -2.51
C 3.67 -1.97 2.04
H 0.08 4.83 -0.89
H 2.59 -5.74 1.04
H 3.97 -2.75 2.73
C 4.18 -6.06 -1.76
H 3.06 1.21 2.20
H -2.17 1.21 1.19
H -2.80 0.71 2.88
N 3.54 -0.75 2.57
C 2.91 0.05 0.40
H 0.56 3.17 3.08
H 0.94 -7.17 -0.14
H 3.59 -7.13 -3.52
Al -1.14 4.22 1.29
F 1.62 2.77 0.71
C -0.50 3.04 2.85
H -4.78 1.29 0.04
H -2.71 4.08 1.18
C 1.08 3.08 -0.51
H -6.95 3.08 -3.20
H -5.26 4.91 -3.19
C 1.86 -6.87 -0.63
C -2.01 1.12 2.26
*
```

Results of the natural (NBO) charge analysis, in e, for atoms 1 through 2: -0.0556 -0.1746

Entry 7:
C20H23BFN5O11S | ωB97M-V/def2-TZVPD

Its structure (SMILES) is CNCN(OB(O)O)S(=O)(=O)F.O=[N+]([O-])c1ccccc1.O=[N+]([O-])c1ccccc1.O=[N+]([O-])c1ccccc1. The largest force on an atom is 1.22 eV/Å. The calculation puts the lowest unoccupied orbital energy at -0.68 eV. The HOMO energy is -9.49 eV.

Structure (ORCA input):
```
! wB97M-V def2-TZVPD RIJCOSX def2/J DEFGRID3
* xyz 0 1
C 0.74 3.24 -3.54
H -1.52 -2.83 -1.52
H 2.27 4.86 -0.99
O 2.00 2.84 4.63
O 2.78 2.01 2.49
C 1.51 -1.66 0.52
H 3.80 0.88 7.18
H -3.03 -3.33 -6.30
O -3.23 -2.41 -2.54
H 0.83 5.29 -2.96
O -0.68 0.85 4.11
N 3.23 1.56 6.68
N -3.04 -2.66 -3.72
C -4.20 -3.11 -4.51
C -5.43 -3.21 -3.90
H 1.60 1.40 8.10
S 0.00 1.34 5.25
H -1.78 -2.27 0.88
N 0.71 0.83 -4.06
C 0.28 -1.76 1.15
O 2.50 -0.94 2.47
C -0.66 -2.51 -0.94
H 2.14 1.30 2.38
C 0.58 -2.40 -1.54
H 1.78 2.96 7.23
H -7.18 -4.34 -6.57
N 2.67 -1.21 1.29
H 1.39 4.74 3.14
N 1.62 1.50 4.83
H 2.28 0.69 -1.91
O -0.19 0.67 6.48
H 0.70 -2.64 -2.59
H -7.48 -3.74 -4.19
H 0.17 -1.50 2.19
B 2.30 3.02 3.26
C 1.97 1.70 -2.14
C -5.09 -3.87 -6.59
H -5.56 -2.95 -2.86
H 3.00 2.56 -0.48
H -4.96 -4.13 -7.63
F -0.41 2.82 5.45
C 1.15 4.28 -2.73
C 2.30 2.12 7.68
C 1.68 -1.98 -0.81
C -6.51 -3.65 -4.65
C 1.16 1.96 -3.23
H 0.11 3.42 -4.40
O 0.00 1.07 -5.02
C -4.01 -3.43 -5.85
C 2.57 0.75 5.65
H 2.90 2.52 8.49
O 2.14 4.28 2.76
H 2.65 -1.89 -1.28
O 3.73 -1.10 0.72
C -6.34 -3.99 -5.99
C -0.81 -2.19 0.41
H 3.35 0.44 4.96
C 1.96 4.04 -1.63
C 2.37 2.75 -1.33
H 2.11 -0.16 6.03
O 1.07 -0.28 -3.73
O -1.97 -2.56 -4.28
*
```

Results of the natural (NBO) charge analysis, in e, for atoms 1 through 2: -0.2153 0.2436

Entry 8:
C20H23BN5O9P2Zn | ωB97M-V/def2-TZVPD

The largest force on an atom is 0.51 eV/Å. The calculation puts the lowest unoccupied orbital energy at 1.75 eV. The HOMO energy is -5.62 eV.

Structure (ORCA input):
```
! wB97M-V def2-TZVPD RIJCOSX def2/J DEFGRID3
* xyz -1 1
C -1.54 2.03 2.24
N -2.86 0.86 1.00
H 0.10 4.86 -0.55
C -2.49 -3.87 0.34
H 4.11 -2.52 -0.73
H -1.93 4.30 -1.90
C 0.35 1.45 -0.42
H 1.08 2.74 -4.35
C -1.28 -3.18 0.44
C 3.46 0.26 -2.56
O 1.78 -1.83 4.22
H -4.52 -2.92 0.36
O 0.89 0.55 0.27
C 3.56 -1.78 -1.28
C -1.28 3.51 -1.54
C -0.70 1.17 -1.36
H -3.59 -0.09 -0.92
P 1.93 -0.19 4.02
H -4.68 -0.47 0.72
H 5.27 -0.59 -1.79
H -0.32 -2.00 -2.12
H 2.31 2.81 -3.08
O 1.31 -2.09 1.75
C 1.43 -0.91 -2.01
O 2.37 0.41 5.28
O 3.08 -0.11 2.91
N 0.02 -1.05 -2.06
C -3.35 2.10 1.01
H 1.31 -4.56 3.99
C 0.65 2.85 -0.22
H 1.67 -2.67 -0.83
H -2.65 3.94 2.02
O 1.29 1.02 -3.33
C -3.44 -2.87 0.40
C -0.13 3.82 -0.76
H -1.91 -0.42 -2.16
N -1.49 -1.87 0.52
C 1.88 2.19 -3.87
B -3.56 -0.34 0.28
H 1.48 3.07 0.44
O -0.51 -2.68 3.44
N -1.75 0.81 1.75
C 2.18 -1.87 -1.36
O 0.62 0.24 3.37
C -0.90 -0.12 -1.86
H -4.25 2.33 0.47
Zn -0.20 -0.60 1.76
H -0.28 -3.57 0.53
H -0.69 2.20 2.87
H 2.65 1.94 -4.61
H 2.76 -0.54 2.11
H -2.42 1.95 -2.42
N -2.83 -1.69 0.51
C 4.19 -0.70 -1.87
H -2.64 -4.93 0.29
C -1.56 2.21 -1.81
C 2.08 0.15 -2.66
O 1.61 -4.12 3.19
H 3.97 1.10 -3.01
C -2.54 2.90 1.80
P 0.94 -2.65 3.12
*
```

Results of the natural (NBO) charge analysis, in e, for atoms 1 through 2: -0.0355 -0.2977